Molecular formula: C4H5N3
Method: DFT, the ωB97M-V functional and the def2-TZVPD basis

Geometry as XYZ:
```
12
C4H5N3, DFT the ωB97M-V functional and the def2-TZVPD basis
C 0.3129 1.0354 1.1652
N -0.5552 0.4430 0.1112
C -0.1006 -0.8238 -0.5739
C -0.9761 -1.1895 -1.6037
N -1.7290 -1.4566 -2.4543
C 1.2448 -1.1435 -0.4951
N 2.3791 -1.3844 -0.3829
H 0.2496 0.3915 2.0397
H -0.0430 2.0379 1.4195
H 1.3489 1.0808 0.8226
H -0.8542 1.1654 -0.5652
H -1.2774 -0.1563 0.5169
```

Computed properties:
E_HOMO	-8.15	eV
gap between HOMO and LUMO	0.295	hartree
molar mass	95.10	g/mol
lowest unoccupied orbital energy	-0.1312	eV
multiplicity	1
ΔE to the lowest compared entry with this formula, charge and spin	3.501	eV

These are the Löwdin partial charges, in e, on atoms 1 to 2: -0.011 0.001